[1]
The following is a DFT calculation (ωB97M-V with the def2-TZVPD basis set) of a structure of composition C10H5Cl2IrLaNO3 in a non-equilibrium geometry.

```
23
Properties=species:S:1:pos:R:3:forces:R:3
La -3.55288 2.04315 -1.00801 -6.10 3.52 -3.61
Ir -1.59215 1.24772 0.36962 3.88 -1.39 -0.51
Cl -0.96329 1.88092 -1.81804 0.21 0.79 -0.12
Cl -4.16425 -0.28414 -1.67399 0.34 -0.77 0.26
C -2.39082 1.21037 2.03496 -3.24 -0.06 9.04
C -5.22656 3.64115 -2.95432 -2.74 2.30 -2.77
C -6.41471 2.59446 -0.91132 -4.93 -0.04 -0.39
O -2.79266 1.12683 3.13626 1.94 0.39 -5.74
O -6.03065 4.19366 -3.56426 3.26 -2.18 2.37
O -7.54343 2.67634 -1.12768 4.64 -0.29 0.98
N -0.07040 0.12431 0.14885 3.35 -2.70 0.01
C 0.93420 -0.47201 0.11141 -0.52 0.75 1.04
C 2.19060 -1.09213 0.36020 -0.04 -0.17 -0.45
C 3.27806 -0.34254 0.87219 -1.78 0.89 -0.39
C 4.50200 -0.97747 1.12029 1.44 -1.02 0.36
C 4.64625 -2.35471 0.91060 0.04 0.08 0.01
C 3.57898 -3.08215 0.36470 1.76 -0.69 0.48
C 2.35553 -2.46365 0.09412 -1.95 0.94 -0.59
H 3.13515 0.72608 1.06934 0.29 -0.35 -0.01
H 5.33804 -0.38470 1.49682 -0.13 -0.13 -0.07
H 5.58600 -2.85917 1.15365 -0.24 0.18 -0.13
H 3.69404 -4.13958 0.14138 0.03 0.01 0.04
H 1.50296 -3.01276 -0.32676 0.50 -0.07 0.17
```
Positions in Å, forces in eV/Å.

Lowest unoccupied orbital energy (spin up / spin down)   -14.71 / -18.93 eV
<S²>   6.0534
Charge   +4
HOMO-LUMO gap (spin up / spin down)   0.336 / 0.172 hartree
HOMO (spin up / spin down)   -23.840 / -23.605 eV
Energy relative to the best compared isomer or geometry (same formula, charge and spin)   261.8 kJ/mol
2S+1   5

***

[2]
The following is a DFT calculation (ωB97M-V with the def2-TZVPD basis set) of a structure of composition C10H5NO5Y in a non-equilibrium geometry.

```
22
Properties=species:S:1:pos:R:3:forces:R:3
O 0.00000 3.80179 -1.36722 0.00 -5.70 2.08
C -0.00005 2.70683 -0.97424 -0.01 5.76 -2.23
Y 0.00005 0.11836 0.02276 0.01 16.02 6.49
O -0.00030 -1.13012 -2.87394 0.00 1.19 2.45
C -0.00002 -0.67138 -1.83957 -0.02 -5.26 -11.51
C 0.00090 -1.79587 0.64888 0.09 -8.93 2.73
O -0.00015 -2.84045 1.02147 0.01 -0.17 0.06
C -1.95580 -0.00965 0.00418 -15.46 -1.70 -0.29
O -3.08775 -0.08565 0.03090 2.93 0.38 0.02
C 1.95548 -0.01042 0.00470 15.50 -1.77 -0.27
O 3.08787 -0.08573 0.03097 -2.97 0.38 0.02
C 0.03549 1.60910 4.88443 -0.02 0.03 0.28
C 0.48437 2.46845 3.88955 0.26 0.37 -0.73
C 0.46153 2.04824 2.55899 0.06 0.45 1.28
N -0.00277 0.81756 2.24367 -0.05 -0.60 -1.09
C -0.45171 -0.02054 3.20135 0.01 0.23 1.62
C -0.43942 0.35080 4.54440 -0.23 -0.65 -0.55
H 0.05468 1.91129 5.93020 0.02 0.02 -0.20
H 0.85825 3.45821 4.14933 -0.08 -0.21 -0.15
H 0.82653 2.71649 1.76676 -0.20 -0.38 0.24
H -0.82384 -1.01816 2.94138 0.11 0.42 -0.09
H -0.79154 -0.34224 5.30526 0.04 0.13 -0.16
```
Positions in Å, forces in eV/Å.

Lowest unoccupied orbital energy   -15.73 eV
Charge   +3
HOMO-LUMO gap   0.182 hartree
HOMO   -20.676 eV
2S+1   1

***

[3]
The following is a DFT calculation (ωB97M-V with the def2-TZVPD basis set) of a structure of composition C10H6Br2ClF6NOPZn in a non-equilibrium geometry.

```
29
Properties=species:S:1:pos:R:3:forces:R:3
Zn 0.40080 0.15040 -0.21630 -0.53 1.80 -0.64
Br -2.22140 -4.03780 -0.80420 0.00 0.11 0.44
C -1.76860 -3.16710 0.79650 -0.46 -0.97 -0.51
C -2.12980 -3.70200 2.02550 -0.09 -0.08 -0.22
C -1.78300 -3.06230 3.19550 -0.31 -0.47 0.33
Br -2.32490 -3.82770 4.84040 0.15 0.18 -0.43
C -1.04910 -1.84980 3.17830 0.45 0.68 -0.31
C -0.67540 -1.10980 4.31550 -0.02 0.06 -0.15
C -0.00120 0.07620 4.15830 -0.03 0.02 -0.09
C 0.32790 0.51620 2.87300 0.00 -0.03 0.24
N 0.01900 -0.18180 1.80420 0.02 -0.48 -0.04
C -0.65670 -1.33080 1.92060 -0.05 0.24 1.10
C -0.99360 -1.99040 0.67510 0.21 0.45 -1.00
O -0.61960 -1.52970 -0.43540 -0.43 -1.17 1.01
H -2.68880 -4.62600 2.05440 -0.02 0.01 0.02
H -0.93070 -1.47070 5.30070 -0.03 -0.02 0.03
H 0.27570 0.68150 5.00540 0.04 0.00 0.12
H 0.85590 1.44420 2.70960 0.08 0.05 -0.02
F 2.47560 0.49820 0.61430 0.18 -0.10 -0.10
P 3.18950 0.11360 -0.86360 -0.34 0.67 -0.18
F 3.70210 -0.25940 -2.30940 0.03 -0.05 0.18
F 4.14580 -0.91290 -0.13070 0.00 0.12 -0.09
F 2.02160 1.12040 -1.51870 0.73 -0.34 0.07
F 2.00750 -1.07330 -0.95620 0.13 -0.08 0.00
F 4.17810 1.33640 -0.69980 0.01 -0.20 -0.01
Cl -2.51070 1.26270 -0.45790 -1.35 -0.31 0.40
C -0.86000 1.65600 -0.85190 1.65 -0.53 0.04
H -0.61700 2.59230 -0.36070 0.02 0.18 -0.21
H -0.77520 1.73290 -1.93150 -0.02 0.26 0.00
```
Positions in Å, forces in eV/Å.

Lowest unoccupied orbital energy (spin up / spin down)   -1.62 / -3.82 eV
<S²>   0.7873
HOMO-LUMO gap (spin up / spin down)   0.244 / 0.158 hartree
HOMO (spin up / spin down)   -8.259 / -8.132 eV
2S+1   2

***

[4]
The following is a DFT calculation (ωB97M-V with the def2-TZVPD basis set) of a structure of composition C10H6BrCuIN3OS2 in a non-equilibrium geometry.

```
25
Properties=species:S:1:pos:R:3:forces:R:3
Cu -0.44277 0.55262 -0.32578 0.36 1.21 0.07
O -4.69495 -3.53772 -0.47948 0.48 0.26 -0.88
C -3.60141 -2.69488 -0.76473 -1.00 -2.20 0.90
C -2.35167 -3.08489 -0.25138 -0.70 -0.09 0.30
C -1.48441 -2.04876 -0.07948 0.45 0.10 0.75
N -1.75995 -0.80209 -0.51409 0.76 0.82 0.18
C -2.90182 -0.47451 -1.10960 -0.33 -1.37 0.49
Br -3.35293 1.33083 -1.38482 0.29 -0.26 -0.17
C -3.87974 -1.46525 -1.24997 -0.01 1.76 -0.68
H -4.66551 -4.32209 -1.03967 0.05 -0.04 0.07
H -2.23043 -4.09300 0.18288 0.06 0.83 -0.28
H -0.62822 -2.10951 0.61949 -0.27 -0.16 -0.98
H -4.83074 -1.17217 -1.67614 -0.11 -0.36 0.29
S 2.29747 0.84344 1.51427 -0.93 0.46 0.58
C 2.64252 2.23316 0.45320 2.32 0.66 -0.33
C 3.91035 2.90542 0.43715 1.28 0.78 0.88
N 4.82673 3.64980 0.44963 -1.51 -1.79 -0.13
C 1.72791 2.96941 -0.31991 -0.48 0.97 -0.37
S 0.01311 2.69807 -0.37162 -0.29 -0.73 -0.07
C 2.09817 4.19754 -1.02631 -0.69 -0.46 0.06
N 2.16216 5.16900 -1.67411 0.21 -1.01 0.72
I 5.50039 0.47251 3.32888 -0.29 0.39 0.13
C 3.76946 -0.01448 1.96462 0.24 -1.01 -1.39
H 3.59270 -1.06456 2.28987 -0.61 1.13 0.00
H 4.28359 -0.13787 1.02711 0.70 0.12 -0.16
```
Positions in Å, forces in eV/Å.

Lowest unoccupied orbital energy (spin up / spin down)   1.47 / 1.71 eV
<S²>   0.7708
Charge   -1
HOMO-LUMO gap (spin up / spin down)   0.094 / 0.210 hartree
HOMO (spin up / spin down)   -1.086 / -3.992 eV
2S+1   2

***

[5]
The following is a DFT calculation (ωB97M-V with the def2-TZVPD basis set) of an isolated molecule of C10H6N2O3 in a non-equilibrium geometry.

```
21
Properties=species:S:1:pos:R:3:forces:R:3
C -2.25333 -3.44976 -0.31427 -1.22 -1.16 -0.30
C -3.53980 2.08857 -0.40188 1.43 -1.09 -0.24
C -0.11852 -2.19520 0.40242 2.56 0.07 -0.83
C -2.24454 1.71585 -0.46547 1.24 1.66 -1.71
C -1.29565 -2.77106 0.24570 -0.38 1.38 0.92
C 0.37083 -0.90377 0.26438 0.72 0.05 0.19
C -2.65374 -0.39083 0.51091 1.65 -2.38 -0.17
C -0.27008 0.38760 -0.02500 -0.66 -0.86 0.83
C -4.47841 1.14156 0.16761 -2.16 0.68 -0.19
C 1.87866 -0.82034 0.52207 -0.68 3.65 1.32
N -3.07977 -4.16460 -0.72725 -0.30 -0.10 -0.33
N -1.81716 0.52130 0.02704 1.45 -0.01 0.27
O 0.32205 1.41618 -0.25789 -0.24 -0.84 0.04
O -5.66571 1.30416 0.33714 1.90 -0.52 -0.11
O -3.92488 -0.15200 0.47580 -0.63 1.14 0.22
H -3.84178 2.94335 -0.96052 -0.57 0.51 0.17
H 0.77539 -2.93783 0.50426 -1.84 0.88 0.17
H -1.32234 2.22806 -0.98917 -2.48 -0.39 1.11
H 2.38605 -1.73544 0.40889 0.33 -1.29 0.23
H 1.98934 -0.37269 1.64598 0.30 -1.02 -2.75
H 2.35065 -0.13289 -0.23796 -0.43 -0.36 1.14
```
Positions in Å, forces in eV/Å.

Lowest unoccupied orbital energy (spin up / spin down)   -2.56 / -1.98 eV
HOMO-LUMO gap (spin up / spin down)   0.216 / 0.241 hartree
HOMO (spin up / spin down)   -8.441 / -8.529 eV
2S+1   1

***

[6]
The following is a DFT calculation (ωB97M-V with the def2-TZVPD basis set) of a structure of composition C10H7GdNO4 in a non-equilibrium geometry.

```
23
Properties=species:S:1:pos:R:3:forces:R:3
Gd -0.10581 -1.12849 0.72179 -0.07 1.09 1.84
O -0.64361 4.35869 -0.62737 0.27 -1.60 0.38
C -0.46106 3.26955 -0.38754 -0.26 1.46 -0.37
C 2.02912 -0.75054 0.02596 9.82 -2.48 -3.73
O 3.06836 -1.10692 -0.40477 -6.42 2.56 2.72
C -2.20801 -2.02332 -0.02147 -7.24 -6.21 -3.58
O -2.98203 -2.80982 -0.44376 5.00 5.30 2.79
C 0.12386 0.10238 -1.64125 -0.04 0.08 -3.92
O 0.23851 0.19824 -2.77139 -0.32 -0.01 3.55
C 0.98534 0.97646 6.50214 -0.22 -0.14 0.67
C 0.84383 0.77466 5.03530 -0.64 0.02 1.77
C 1.85818 1.19741 4.18123 0.12 -0.10 -0.02
C 1.72844 0.95390 2.83701 -0.78 -0.94 -0.65
N 0.62233 0.31104 2.36373 -0.92 -0.19 0.12
C -0.41776 -0.05808 3.19306 0.45 0.24 0.54
C -0.33121 0.16204 4.56738 -0.80 -0.44 -0.91
H 1.85775 0.47740 6.92147 0.31 -0.12 -0.25
H 1.10459 2.02036 6.78260 0.08 0.32 -0.27
H 0.13943 0.60869 7.08094 -0.12 -0.05 -0.25
H 2.73682 1.69401 4.59355 -0.18 0.01 -0.26
H 2.47509 1.22852 2.11368 0.16 0.23 -0.18
H -1.35036 -0.52679 2.73513 0.84 0.56 0.59
H -1.16360 -0.16658 5.23907 0.95 0.41 -0.59
```
Positions in Å, forces in eV/Å.

Lowest unoccupied orbital energy (spin up / spin down)   -13.80 / -16.71 eV
<S²>   16.0857
Charge   +3
HOMO-LUMO gap (spin up / spin down)   0.275 / 0.163 hartree
HOMO (spin up / spin down)   -21.278 / -21.151 eV
Energy relative to the best compared isomer or geometry (same formula, charge and spin)   71.5 kJ/mol
2S+1   8